7
Properties=species:S:1:pos:R:3:lowdin_charge:R:1 method="wB97M-V/def2-TZVPD" multiplicity=1 total_charge=0 orbital_gap_ev=7.677 homo_ev=-9.692 smiles="N#CC#CC=S" e_lumo_ev=-2.02
N -1.95179 -3.06084 0.47431 0.16
C -1.25710 -2.15980 0.10782 -0.21
C -0.39112 -1.12157 -0.19739 -0.02
C 0.43041 -0.26681 -0.53682 -0.09
C 1.27620 0.93061 -0.49359 -0.66
S 0.67938 2.26275 0.26522 0.70
H 2.44219 0.92734 -0.84383 0.11



10
Properties=species:S:1:pos:R:3:lowdin_charge:R:1 method="wB97M-V/def2-TZVPD" multiplicity=1 total_charge=0 orbital_gap_ev="7.078 / 7.591" homo_ev="-9.175 / -9.304" e_lumo_ev="-2.10 / -1.71"
O -2.21505 1.04865 -0.16058 0.13
C -1.67441 0.07327 -0.52561 -0.09
C 0.04151 -0.16914 -0.92146 -0.40
N 0.31741 -1.18512 -1.51330 0.26
O 1.86478 -1.23997 0.60266 0.04
C 1.45280 -0.14344 0.94150 -0.27
C 0.40581 0.54760 0.22545 -0.04
H -2.10245 -0.87049 -0.87654 0.14
H 1.90134 0.40913 1.78373 0.13
H 0.00654 1.52616 0.44987 0.11



84
Properties=species:S:1:pos:R:3:lowdin_charge:R:1 method="wB97M-V/def2-TZVPD" multiplicity=1 total_charge=0 orbital_gap_ev=11.579 homo_ev=-11.116 smiles="CCOC(=O)C(F)(F)F.CCOC(=O)C(F)(F)F.CCOC(=O)C(F)(F)F.CCOC(=O)C(F)(F)F.CCOC(=O)C(F)(F)F.CCOC(=O)C(F)(F)F" e_lumo_ev=0.46
C 0.23472 -1.99749 -9.93393 -0.06
C 0.13694 -1.93978 -8.42787 -0.20
O 0.34377 -0.59446 -7.97386 0.04
C 1.58897 -0.25772 -7.71682 -0.40
O 2.56108 -0.94262 -7.85442 0.17
C 1.73341 1.17706 -7.17345 -0.55
F 0.54747 1.78959 -7.07213 0.16
F 2.30098 1.15767 -5.97269 0.17
F 2.51525 1.87694 -7.99560 0.17
H 0.16664 -3.01758 -10.32416 0.08
H 1.25798 -1.73834 -10.23114 0.08
H -0.47032 -1.37106 -10.47138 0.08
H 0.82067 -2.63792 -7.94950 0.12
H -0.85981 -2.23380 -8.09727 0.13
C 3.46849 -2.59452 -3.24202 -0.06
C 4.05044 -3.99185 -3.15879 -0.20
O 5.46278 -3.94330 -3.33849 0.04
C 6.24116 -4.26748 -2.32153 -0.39
O 5.89546 -4.61851 -1.23256 0.17
C 7.73541 -4.14249 -2.66274 -0.55
F 8.33949 -5.32791 -2.49011 0.16
F 7.92399 -3.74894 -3.92052 0.17
F 8.31207 -3.26848 -1.83707 0.17
H 3.52028 -2.15832 -2.23679 0.07
H 2.39826 -2.56937 -3.43366 0.07
H 4.02783 -1.91138 -3.87647 0.08
H 3.60852 -4.66188 -3.89634 0.13
H 3.81222 -4.42941 -2.19170 0.12
C -0.21059 4.39638 4.44058 -0.06
C 0.96698 3.53326 4.03096 -0.18
O 1.03559 2.48916 5.01410 0.03
C 1.92786 1.53352 4.87267 -0.41
O 2.67296 1.41519 3.94411 0.17
C 1.95652 0.60305 6.09689 -0.55
F 3.22235 0.33869 6.41992 0.17
F 1.34754 1.11761 7.15156 0.18
F 1.36538 -0.56285 5.77372 0.16
H -1.08873 3.76884 4.58134 0.07
H -0.32666 5.28844 3.83508 0.09
H -0.00187 4.75175 5.45890 0.09
H 1.90393 4.08190 4.10135 0.14
H 0.76041 3.09321 3.05595 0.11
C -5.76485 0.16955 5.58519 -0.05
C -5.71619 -0.57547 4.27004 -0.17
O -4.62256 -1.51160 4.24171 0.07
C -3.45898 -1.03845 3.85957 -0.36
O -3.20978 0.08738 3.53103 0.16
C -2.33509 -2.09240 3.84842 -0.54
F -1.72843 -2.08615 2.66074 0.17
F -1.42259 -1.72840 4.75983 0.17
F -2.75218 -3.32225 4.10632 0.19
H -4.93084 0.87329 5.64395 0.08
H -5.70786 -0.51543 6.42773 0.09
H -6.66511 0.78040 5.63657 0.08
H -5.63606 0.09080 3.41302 0.09
H -6.63029 -1.15080 4.13169 0.14
C 0.25095 0.21160 1.87748 -0.04
C -0.45153 -0.24983 0.59671 -0.17
O 0.10721 0.50022 -0.50467 0.02
C 0.84639 -0.13698 -1.36704 -0.40
O 0.99168 -1.31960 -1.46144 0.16
C 1.45297 0.83517 -2.40128 -0.53
F 1.39291 2.11070 -2.00378 0.17
F 2.73097 0.51669 -2.62103 0.17
F 0.78402 0.72622 -3.56003 0.16
H 0.34236 1.29694 1.83966 0.06
H 1.24953 -0.22386 1.87691 0.10
H -0.32386 -0.07684 2.75301 0.07
H -1.49090 0.06807 0.65097 0.10
H -0.31476 -1.31404 0.44365 0.12
C -1.93312 2.43136 0.56289 -0.05
C -2.29164 2.40567 2.04224 -0.20
O -3.70386 2.22390 2.15565 0.02
C -4.31308 2.82448 3.15900 -0.40
O -3.81862 3.52098 3.98965 0.18
C -5.82784 2.49943 3.14128 -0.53
F -6.52565 3.52643 2.64942 0.18
F -6.10128 1.41413 2.42496 0.15
F -6.24718 2.29081 4.39526 0.13
H -0.87003 2.38015 0.34523 0.07
H -2.33024 3.34695 0.11693 0.09
H -2.46135 1.63515 0.02828 0.09
H -2.06203 3.40997 2.40543 0.11
H -1.70698 1.68091 2.60471 0.10



25
Properties=species:S:1:pos:R:3:lowdin_charge:R:1 method="wB97M-V/def2-TZVPD" multiplicity=1 total_charge=+3 orbital_gap_ev=3.559 homo_ev=-19.852 e_lumo_ev=-16.29
C -1.55332 1.98672 2.71805 -0.06
O -0.10282 2.01162 2.35554 -0.10
C -0.01491 1.12217 1.18350 -0.24
C 1.50433 0.91023 0.60688 -0.12
C 1.71111 -0.39691 -0.35818 -0.14
C 0.39622 -0.83963 -1.23001 -0.42
O 0.67524 -2.23231 -1.71442 -0.06
C -0.38787 -3.07564 -1.07601 -0.21
O -1.58103 -3.30894 -1.68360 0.11
P 0.05861 0.25459 -2.77334 0.89
O -0.59956 -0.64319 -3.93595 -0.38
H -1.77777 1.22407 3.60779 0.13
H -1.91188 3.04276 3.11864 0.16
H -2.23275 1.72180 1.78881 0.10
H -0.67999 1.50065 0.26951 0.16
H -0.42781 0.07019 1.51226 0.00
H 2.19779 0.72892 1.56211 0.17
H 1.87237 1.92025 0.13095 0.17
H 2.15700 -1.33156 0.22274 0.15
H 2.55286 -0.09683 -1.14976 0.17
H -0.60309 -0.91599 -0.62540 0.02
H -0.28156 -3.53679 0.00729 0.08
H 1.26571 0.83747 -3.32660 0.09
H -0.84489 1.35379 -2.40831 0.06
Lu -1.39199 -2.30744 1.19752 2.27



44
Properties=species:S:1:pos:R:3:lowdin_charge:R:1 method="wB97M-V/def2-TZVPD" multiplicity=1 total_charge=+3 orbital_gap_ev="4.160 / 5.866" homo_ev="-17.627 / -18.324" e_lumo_ev="-13.47 / -12.46"
I 6.15727 0.89635 -2.71569 0.54
I 5.88952 -1.79647 -2.66474 0.52
Pb -0.87732 -0.47215 -0.45104 0.93
P -1.06306 -0.18724 -3.27785 0.70
C 0.14261 -0.17199 -4.62972 -0.23
C -2.15047 -1.58683 -3.71682 -0.24
H -2.95797 1.27371 -2.85971 0.05
H -2.59170 1.09113 -4.60658 0.08
H -1.58291 2.16413 -3.58917 0.06
C -2.15722 1.22989 -3.61029 -0.23
H -2.97223 -1.68421 -2.99769 0.06
H -2.56432 -1.38963 -4.71147 0.08
H -0.40820 -0.15368 -5.57788 0.08
H 0.76076 -1.07784 -4.57746 0.06
H -1.58033 -2.52153 -3.74484 0.07
H 0.77610 0.72007 -4.54828 0.06
C 1.69612 -0.28677 -1.62182 -0.07
O 2.78917 -0.21814 -1.93366 0.02
Cl -3.33219 -0.00392 0.09252 -0.11
C 1.18502 -3.20851 2.90070 -0.05
C 0.87436 -2.30411 1.72986 -0.29
O 1.45087 -0.95207 2.01469 -0.26
P 0.53875 0.39458 1.76950 0.72
O 0.42385 1.02005 3.25560 -0.22
C -0.05948 0.32136 4.46136 -0.19
C -1.55213 0.10425 4.40749 -0.05
O 1.55157 1.48017 1.07814 -0.28
C 1.12617 2.88730 0.96921 -0.22
C -0.32375 3.07671 0.54980 -0.08
H 2.26151 -3.30955 3.07533 0.10
H 0.79291 -4.21527 2.72233 0.10
H 0.73042 -2.85697 3.83757 0.09
H 1.31598 -2.70835 0.80542 0.11
H -0.22160 -2.22782 1.58373 0.07
H 0.52428 -0.59667 4.57036 0.11
H 0.21360 0.97688 5.28476 0.14
H -1.88481 -0.43475 3.51513 0.07
H -1.87555 -0.50820 5.24504 0.10
H -2.07288 1.06362 4.48360 0.10
H 1.32536 3.39098 1.92597 0.14
H 1.80567 3.32041 0.22649 0.13
H -1.01657 2.70839 1.32009 0.08
H -0.52887 4.14602 0.42334 0.11
H -0.55825 2.60666 -0.41333 0.05



85
Properties=species:S:1:pos:R:3:lowdin_spin:R:1 method="wB97M-V/def2-TZVPD" multiplicity=2 total_charge=+1 orbital_gap_ev="7.858 / 8.333" homo_ev="-11.298 / -11.680" e_lumo_ev="-3.44 / -3.35"
Ti 0.03423 -0.68699 1.39958 0.91
C -0.87699 -2.72185 1.97725 0.00
C 0.45672 -2.99060 1.49031 0.02
C 0.64031 -1.58218 3.33899 0.00
C -0.75965 -1.87113 3.14023 0.00
C 1.39534 -2.25262 2.30348 0.00
C -2.12276 -3.42023 1.53463 0.00
H -2.00704 -3.81352 0.51878 0.00
H -3.00835 -2.77137 1.52827 0.00
H -2.37906 -4.27893 2.17825 0.00
C -1.85744 -1.64533 4.11531 0.00
H -2.78167 -2.06788 3.70838 0.00
H -2.04807 -0.58997 4.33035 0.00
H -1.64287 -2.13676 5.07612 0.00
C 1.23527 -0.82415 4.46359 0.00
H 1.51847 -1.48784 5.29251 0.00
H 0.54074 -0.06083 4.83295 0.00
H 2.16754 -0.35118 4.14007 0.00
C 2.88797 -2.30782 2.21648 0.00
H 3.32945 -2.99206 2.96215 0.00
H 3.33198 -1.32120 2.40406 0.00
H 3.22369 -2.64455 1.22639 0.00
C 0.82919 -4.08519 0.55566 0.01
H 1.03382 -4.99067 1.15072 0.00
H 1.74301 -3.86655 -0.00878 0.00
H 0.04536 -4.34191 -0.16825 0.00
C -1.70253 0.37119 -5.40769 0.00
C -1.74330 -0.96869 -5.43459 0.00
C -0.96963 -1.88547 -6.33399 0.00
C 0.43836 -1.41846 -6.77971 0.00
C 1.32486 -0.93425 -5.67110 0.00
C 1.36394 0.30021 -5.14794 0.00
C 0.58820 1.50411 -5.59526 0.00
C -0.80572 1.25591 -6.22044 0.00
H -1.54762 -2.11367 -7.24769 0.00
H 0.34526 -0.65682 -7.56221 0.00
H -0.87600 -2.84507 -5.79956 0.00
H -0.69124 0.86534 -7.23782 0.00
H -2.40564 0.92655 -4.77623 0.00
H -2.48491 -1.49239 -4.82246 0.00
H -1.29624 2.24138 -6.30507 0.00
H 0.47220 2.15227 -4.71111 0.00
H 2.10361 0.52609 -4.37169 0.00
H 1.17599 2.09696 -6.31900 0.00
H 0.92912 -2.29347 -7.24060 0.00
H 2.02275 -1.69944 -5.31207 0.00
P -1.24771 -0.65150 -0.82178 0.02
C -2.79809 0.27480 -1.00271 0.00
C -1.42278 -2.07305 -1.94621 0.00
P 1.58843 -0.14247 -0.56107 0.01
C 0.13671 0.29857 -1.66059 0.01
C 2.51194 -1.31267 -1.59592 0.00
C 2.62325 1.34136 -0.42560 0.00
H -2.81622 1.06175 -0.23097 0.00
H -3.62932 -0.42910 -0.83283 0.00
H -2.90536 0.71187 -2.00612 0.00
H -1.50301 -1.73369 -2.98867 0.00
H -2.34811 -2.60893 -1.69167 0.00
H -0.55696 -2.74301 -1.85380 0.00
H 2.79825 1.80779 -1.40550 0.00
H 3.59095 1.04337 0.00928 0.00
H 2.11354 2.04790 0.24799 0.00
H -0.06309 1.38373 -1.67573 0.00
H 0.30640 -0.03203 -2.70093 0.00
H 3.51158 -1.44495 -1.15276 0.00
H 2.62019 -0.89176 -2.60550 0.00
H 1.97841 -2.27308 -1.65135 0.00
O -1.89430 1.31965 2.68176 0.00
C -0.73235 1.80364 2.70961 0.00
O 0.30385 1.16810 2.18523 0.01
C -0.45806 3.12200 3.43024 0.00
C 0.82836 3.54612 3.80730 0.00
C 0.96804 4.60617 4.75604 0.00
C -0.12169 5.21045 5.37399 0.00
C -1.38255 4.79507 4.94869 0.00
C -1.56017 3.86183 3.91166 0.00
N -2.56543 5.11146 5.70875 0.00
O -2.47586 5.72002 6.79146 0.00
O -3.65018 4.67523 5.26249 0.00
N 2.26997 4.92881 5.28985 0.00
O 3.28115 4.44270 4.74335 0.00
O 2.33744 5.67219 6.29709 0.00
H 1.74368 3.08565 3.43439 0.00
H 0.00924 5.82137 6.26046 0.00
H -2.56078 3.64572 3.54886 0.00